The following is a quantum chemistry calculation of a structure of composition C3H7Cl in a non-equilibrium geometry, from OMol25.

Structure (XYZ):
```
11
Properties=species:S:1:pos:R:3:forces:R:3
C -0.458 1.034 -1.235 0.8 2.6 -0.1
C -0.521 -0.168 -0.334 3.7 -1.3 0.2
C 0.181 -1.539 -0.686 -0.9 -0.1 -1.4
H -0.979 0.935 -2.287 1.2 0.1 2.1
H 0.701 1.651 -1.248 -3.6 -2.3 -0.2
H -1.111 1.637 -0.522 0.7 0.5 -1.7
H -1.480 -0.311 0.073 -1.3 -0.3 0.0
H 0.297 -1.425 -2.230 -0.3 -1.0 4.7
H -0.967 -2.389 -0.172 4.3 1.7 -1.9
H 1.393 -1.606 -0.119 -4.2 -0.3 -2.0
Cl 0.408 0.327 1.179 -0.3 0.3 0.3
```
Forces are in eV/Å.

Computed properties:
E: -15741.5162 eV
E_HOMO: -10.29 eV
Molar mass: 78.54 g/mol
LUMO energy: 0.48 eV
Net charge: 0
Max |F|: 4.97 eV Å⁻¹
ΔE to the lowest compared entry with this formula, charge and spin: 492.4 kJ/mol